1.
Here is a cluster of 9 separate species, C30H60Cl4O19 in total from OMol25. Energies are from ωB97M-V/def2-TZVPD.

Geometry as XYZ:
```
113
Properties=species:S:1:pos:R:3:lowdin_charge:R:1
H -3.75532 -1.29971 -1.35955 0.13
C 5.69137 -9.17207 0.45544 -0.02
H 2.53747 -6.55801 3.40952 0.13
O 4.78410 -3.68663 -0.51702 -0.04
O -0.95393 7.16212 -2.22174 0.08
O -0.72399 7.67853 -0.05503 0.05
C -6.57919 10.84239 -3.56998 -0.51
H -5.87521 14.69767 -6.00870 0.08
H -4.26736 1.09448 -1.72823 0.08
C -0.39659 -3.56710 -6.77793 -0.22
H -5.53642 7.72965 -2.86190 0.10
H 0.87750 -7.12948 8.86907 0.09
H -6.07624 13.60215 -3.59884 0.12
O -0.38005 -7.18897 7.26310 -0.04
H -1.03099 11.00850 -2.61339 0.09
H -1.59995 5.88509 0.31966 0.13
C -0.81641 0.09721 -7.42593 0.02
C -0.95416 7.98394 -1.28754 -0.63
H 0.85751 6.76556 2.08979 0.08
H 0.01730 -0.56766 1.06769 0.09
C -5.55011 4.41353 3.99645 -1.08
O 4.52120 -6.90479 2.81268 0.04
H -3.80561 -6.85719 2.94805 0.08
H -0.49427 -8.26947 9.10965 0.09
C 1.03960 -4.07765 -7.01555 -0.07
O -2.49730 -8.31602 7.34187 0.08
C 8.74801 -4.36984 1.60918 -0.07
C 3.77710 -5.29299 4.45753 -0.08
C 6.03040 0.98903 3.80126 -1.03
H 5.53502 -8.59123 -0.45356 0.10
Cl 5.00675 0.90199 5.26937 0.46
H -4.39465 -0.46482 0.02804 0.12
H -0.70112 6.41596 2.61254 0.07
H -0.98391 -4.43161 -7.08745 0.12
C 6.03324 -4.04025 -0.92902 -0.50
C -0.59907 6.29702 0.44870 -0.17
C 4.27755 -7.94898 1.99035 -0.57
H -1.65321 -0.05658 -8.10727 0.07
H -3.85080 -7.08361 5.25756 0.12
O -5.80093 11.73321 -4.35479 -0.02
C -3.29246 0.82421 -1.32248 -0.06
H -0.58890 -3.42435 -5.71456 0.12
C -1.62924 -7.60549 6.76483 -0.44
H 2.94076 -3.07684 -1.08572 0.09
H 5.14171 -10.09526 0.63894 0.10
O 5.43949 -8.38544 1.60610 -0.01
H 0.06957 5.79185 -0.24830 0.12
H 4.03792 -3.55639 -2.39855 0.09
H 6.52328 1.95712 3.89040 0.02
H 3.70887 -6.04308 5.24544 0.08
C -0.78072 -0.93012 1.71568 0.01
H -7.27211 8.24973 -3.21539 0.10
H -0.05906 0.47269 -8.11408 0.08
H -3.08543 1.67086 -0.66794 0.08
C 3.46943 -6.03333 3.19913 -0.25
C -0.18136 -7.31424 8.68808 -0.05
H 8.07785 -4.57966 2.44282 0.08
C 8.17246 -4.58756 0.24627 -0.22
H -4.43129 13.99687 -5.23728 0.07
C 3.67195 -3.81904 -1.40599 -0.03
H 9.13805 -3.37236 1.81166 0.08
H -1.74288 9.52508 -3.41426 0.09
H -0.12678 9.64935 -3.17440 0.09
C -3.54127 -0.50126 -0.64910 -0.26
C -0.00484 6.15842 1.81444 -0.07
O 0.54269 -1.11480 -5.77203 0.05
H -6.47714 8.68066 -1.79121 0.09
O -7.57687 11.15910 -2.95327 0.12
H 4.70439 -4.72030 4.44108 0.08
H 1.85476 -3.35411 -7.02624 0.07
H -5.31837 13.06884 -6.47855 0.08
Cl 4.97153 1.11051 2.43065 0.52
C -0.22396 -1.18655 -6.76586 -0.45
Cl -7.02579 4.67117 3.01818 0.48
O -1.18440 9.27900 -1.38329 0.01
H -5.29789 3.35354 3.96614 0.02
H -2.52629 0.67159 -2.08261 0.08
C -6.21199 13.10335 -4.55847 -0.24
H -0.82435 -6.64351 9.25798 0.09
H -7.26633 13.15494 -4.83016 0.12
O -1.76014 -7.10110 5.49279 0.01
C -6.28190 8.52480 -2.85220 -0.04
H -0.68361 -2.00593 1.86166 0.09
O -5.98026 9.64794 -3.66153 -0.01
Cl -5.70026 4.86663 5.64132 0.55
H 6.74381 -9.45535 0.47019 0.09
H -2.02187 -6.82503 2.82605 0.08
C -5.41374 13.77589 -5.65449 -0.07
H 6.73769 0.15973 3.79171 0.04
C -1.05336 9.92011 -2.66820 -0.03
H -3.04208 -8.46835 4.54757 0.13
C -2.14569 -0.55507 1.26643 -0.50
H 9.59615 -5.05397 1.63630 0.08
H 1.24713 -4.65696 -7.91523 0.07
O 6.39614 -4.46972 -2.02549 0.10
O -2.92999 0.03237 2.03118 0.07
H -4.68920 4.91773 3.55748 0.03
H 3.32538 -4.84830 -1.31306 0.10
H -1.07044 0.78364 -6.61823 0.08
O -0.61002 -2.32180 -7.39800 -0.02
O 6.85890 -3.99797 0.18458 -0.02
H 3.32490 -5.23710 2.46891 0.12
H -2.80582 -5.58785 3.83532 0.08
H 7.97721 -5.62794 -0.01378 0.13
H 2.96143 -4.58849 4.62017 0.08
H 0.31393 5.14311 2.05032 0.08
H 1.30868 -4.76398 -6.21265 0.07
O 3.17373 -8.34807 1.58237 0.09
H 8.79363 -4.09840 -0.50404 0.13
O -2.40664 -0.95964 0.00604 -0.01
C -2.93090 -7.40721 4.77057 -0.25
H -0.60680 -0.41177 2.65863 0.09
C -2.87835 -6.61052 3.46520 -0.06
```

**Gap between HOMO and LUMO**: 10.59 eV
**DFT total energy**: -121072.3907 eV
**LUMO**: 0.12 eV
**Energy above the lowest of the compared OMol25 structures with the same formula, charge and spin**: 112.0 kcal/mol
**Structure (SMILES)**: CCOC(=O)OC.CCOC(=O)OC.CCOC(=O)OC.CCOC(=O)OC.CCOC(=O)OC.CCOC(C)=O.CCOC(C)=O.ClCCl.ClCCl



2.
Here is a cluster of 13 separate species, C30H60N13O19 in total from OMol25. Energies are from ωB97M-V/def2-TZVPD.

Geometry as XYZ:
```
122
Properties=species:S:1:pos:R:3:lowdin_charge:R:1
O -6.33370 1.05542 1.92360 0.11
H 0.89730 5.26342 2.30160 0.14
H -1.52170 1.79342 0.18660 0.00
C -5.86170 -0.16258 -0.05740 0.05
C -1.43470 0.87442 -0.05740 0.03
H -2.90270 0.45942 -3.79640 0.09
C -0.80470 4.45342 1.84960 -0.15
C -0.67470 -3.98258 -5.40940 0.06
O -5.10370 1.83342 0.48460 0.06
C 7.64730 -3.20358 3.52660 -0.09
C 6.05530 -2.04758 2.07560 -0.12
O -0.22770 -3.99158 -3.10340 0.02
H -0.83470 3.90642 2.91260 0.14
H 1.11230 6.46642 -0.00840 0.15
H -4.03770 -0.40558 -5.10140 0.15
H 0.88030 -2.17858 -1.71540 0.07
H -0.44370 -3.52558 -6.26440 0.07
C -1.50270 0.15342 4.92460 0.09
C 0.32030 -2.59358 4.78360 -0.10
N -1.05870 1.15142 3.87760 -0.32
C 1.01030 -1.88358 6.89260 -0.13
N -1.06770 4.26442 -4.79840 -0.44
N 0.20730 -4.17058 -4.27040 -0.37
C 1.99330 -0.73158 -0.76840 -0.16
N -2.51570 -1.88258 2.15360 -0.38
C -1.88270 5.33142 -5.19140 0.03
O -4.58770 -2.00458 -3.00240 0.06
O 2.68830 3.64642 -2.89740 -0.02
H -4.32570 -4.51858 -2.07240 0.19
O 3.40030 4.89642 -1.27440 0.05
H -0.90770 3.02542 -1.79740 0.07
H -2.65870 3.75342 0.74560 0.11
C -3.36270 -3.88958 -2.59940 0.05
H -0.72870 -0.08958 5.62160 0.08
H -0.43570 -3.26458 6.47160 0.02
H -2.88970 4.93742 -4.95140 0.13
N -1.83170 -0.34458 -5.48540 -0.45
H 0.88030 0.01542 1.76560 0.09
O -1.31970 3.17042 -5.30640 0.05
C -1.05170 5.26242 -0.33640 -0.07
H -2.92870 -3.47658 0.80360 0.12
H 0.53430 -0.34058 -2.80840 0.15
C 0.64730 -1.40958 -1.07740 -0.16
O -0.12670 4.37742 -4.03340 0.06
H 1.05830 -1.88358 8.13460 0.17
H -3.08670 -4.04758 -3.62440 0.07
C 0.21230 5.72842 0.35960 -0.16
H -0.34870 -3.03358 3.98060 0.10
O -1.79670 1.85942 3.22760 0.04
O 1.41630 -4.36058 -4.40540 0.08
N -3.71170 -2.47058 -2.30040 -0.43
H 3.71930 1.43642 -1.55540 0.10
H 6.60630 -4.21458 1.53660 0.08
H 2.98630 6.81442 -2.43040 0.13
H -1.13270 5.33942 -1.42240 0.05
O 0.99530 2.81042 -0.50340 0.17
O 0.11330 -4.49958 1.49560 0.06
H 1.91930 -1.34658 3.61760 0.06
H 2.04930 -5.86458 2.31160 0.07
H -5.63070 -1.00558 0.63460 0.10
H -1.54770 -3.64858 -5.09040 0.03
H 2.65230 -0.38058 6.17860 0.11
C -0.18870 -0.38058 -1.89340 -0.11
O 1.70230 -3.14858 1.47260 0.08
O -3.16970 -0.85758 2.42860 0.07
H -2.52670 -4.09058 -1.96140 0.06
N -5.89270 1.04242 0.84060 -0.49
C 6.73230 -3.36758 2.27760 -0.10
C -1.05270 1.97742 -2.17140 0.00
C 2.17030 6.07942 -2.80140 0.05
H 2.54830 -1.49158 -0.20940 0.11
H -1.06270 -0.99858 -2.10240 0.10
H -6.80170 -0.31758 -0.69240 0.13
C -0.41370 0.98642 -1.14240 -0.39
N 0.13630 -2.70558 6.17060 0.02
O -1.31070 -1.87058 2.02560 0.03
C 2.03230 -4.95758 2.82260 0.09
N 1.20630 -4.12658 1.80560 -0.47
H 2.70530 -0.21658 1.72460 0.11
H -2.79070 -3.87958 2.49560 0.15
H 5.12430 -1.78458 1.34460 0.11
O -3.39470 -2.07458 -1.21140 0.04
H -1.01070 0.21042 0.76760 0.10
C 1.86830 0.47542 1.40960 0.01
C -3.19270 -3.08058 1.81060 0.06
H -1.61570 5.54242 -6.30840 0.16
H -1.62070 6.26042 -4.86340 0.06
N 0.29130 5.16142 1.54260 -0.03
H 1.73330 1.40542 1.89260 0.06
H 4.26730 0.57242 -0.25140 0.11
H -0.39270 2.02542 -3.10140 0.11
N 7.40630 -1.90258 4.00260 -0.01
H -3.00670 1.13542 -5.57540 0.04
C 1.45330 -1.56358 4.59860 -0.05
H 6.27830 -0.25458 3.39760 0.02
H 2.46030 -0.69458 -1.72340 0.11
H -2.23670 0.69942 5.56660 0.15
C 1.84430 -1.16758 5.97960 -0.11
H -4.04470 -2.89058 1.69760 -0.03
H -2.37570 0.58442 -0.39740 0.09
C 6.53130 -1.15358 3.15760 -0.09
H -0.70670 -4.99358 -5.75340 0.12
O -1.55470 -0.05858 -6.57440 0.12
H -2.00370 1.78942 -2.34240 0.03
C -1.71770 4.41342 0.72360 -0.08
H 8.35430 -3.92758 4.19460 0.14
H -1.57070 -0.59558 4.47760 -0.07
H 1.56030 -4.82758 3.86560 0.12
H 0.12730 -1.68558 -0.07440 0.12
H 1.15530 6.16042 -2.35940 0.07
H -4.98170 -0.08958 -0.58740 0.02
C 3.40330 1.30742 -0.45640 -0.02
H 3.65430 2.30642 -0.10440 0.06
H 2.28630 6.01242 -3.85940 0.08
C -3.10070 0.34242 -4.91640 0.07
C 1.96030 0.64542 -0.14440 -0.39
H 3.00630 -4.59358 2.72260 0.06
O 0.12330 1.59842 3.97060 0.00
N 0.90830 1.50542 -0.72440 0.13
N 2.66630 4.75442 -2.20740 -0.38
O -1.17870 -0.95758 -4.64940 0.01
H 7.83530 -1.51458 4.71260 0.06
```

**Gap between HOMO and LUMO**: 4.20 eV
**DFT total energy**: -90306.1017 eV
**Charge**: +1
**LUMO**: -5.35 eV
**Energy above the lowest of the compared OMol25 structures with the same formula, charge and spin**: 35.7 kcal/mol